Computed, not measured: one molecule with the formula C4H5NS2 at a distorted geometry, with ωB97M-V/def2-TZVPD.

The geometry in XYZ format:
```
12
Properties=species:S:1:pos:R:3:forces:R:3:lowdin_charge:R:1
S -1.3800 1.6894 0.0223 0.08 -0.04 -0.14 0.899
N 1.6791 -0.7945 0.0696 -0.56 -0.38 0.14 0.118
C 0.4334 -0.2145 0.0238 0.23 -1.97 -0.02 -0.427
C -0.7513 -0.8868 0.0189 -0.38 1.04 -0.34 -0.133
H 1.7413 -1.8080 0.0255 0.10 0.58 -0.11 0.111
C 0.3932 1.2412 0.0299 -0.67 1.91 -0.26 -0.401
H 0.8235 1.6951 0.9301 0.14 -0.31 -0.13 0.093
H -0.8756 -1.9791 -0.0480 0.07 0.76 0.16 0.115
H 0.8696 1.7172 -0.8533 -0.13 -0.46 0.43 0.101
S -3.4681 -0.4311 0.0285 -0.90 -0.09 -0.12 0.616
C -1.9283 0.0248 -0.0086 1.83 -0.94 0.41 -1.188
H 2.4634 -0.2538 -0.2385 0.19 -0.09 -0.02 0.095
```
Forces are in eV/Å.

The LUMO energy comes out at 0.2404 eV. The total energy comes out at -27389.40516 eV. The net charge is 0. The frontier orbital gap comes out at 8.44 eV. The energy above the lowest of the compared OMol25 structures with the same formula, charge and spin comes out at 0.311 eV. As for the structure (SMILES): NC1=CC(=S)SC1.